No. 1
{
  "formula": "C18H41B3BrN11O23S",
  "method": "wB97M-V/def2-TZVPD",
  "total_charge": 0,
  "de_lowest_kj_mol": 114.22,
  "largest_force_ha_per_bohr": 0.0830,
  "lumo_ev": -0.339,
  "homo_lumo_gap_ev": 8.907,
  "homo_energy_ev": -9.2,
  "elements": ["C", "C", "C", "B", "O", "B", "C", "C", "S", "C", "N", "N", "C", "O", "O", "B", "C", "C", "O", "Br", "O", "H", "H", "H", "H", "H", "H", "H", "H", "H", "H", "H", "H", "H", "H", "C", "N", "O", "O", "H", "H", "H", "C", "N", "O", "O", "H", "H", "H", "C", "N", "O", "O", "H", "H", "H", "C", "N", "O", "O", "H", "H", "H", "C", "N", "O", "O", "H", "H", "H", "C", "N", "O", "O", "H", "H", "H", "C", "N", "O", "O", "H", "H", "H", "C", "N", "O", "O", "H", "H", "H", "C", "N", "O", "O", "H", "H", "H"],
  "positions_angstrom": [[4.9501, -2.9572, 0.9221], [4.2040, -1.7715, 1.6099], [3.2198, -1.1343, 0.5707], [2.6843, 0.3010, 0.9502], [1.5768, 0.5873, 1.7673], [0.6576, 1.2453, 0.9357], [-0.8650, 0.8262, 1.1123], [-1.8594, 1.6976, 0.2968], [-2.5459, 0.8295, -1.1753], [-3.6823, -0.3289, -0.4964], [-3.9227, -0.6841, 0.7455], [-4.8719, -1.6405, 0.6196], [-5.2043, -1.8800, -0.5884], [-4.4378, -1.0112, -1.3652], [1.0862, 2.1875, -0.0110], [2.3609, 1.8977, -0.5123], [2.7967, 2.0003, -2.0354], [2.0656, 3.0701, -2.8450], [2.5591, 4.1307, -3.0781], [0.2830, 2.5959, -3.5174], [3.3231, 1.4368, 0.3814], [4.8286, -2.8755, -0.1761], [6.0400, -2.9242, 1.1080], [4.5700, -3.9377, 1.2508], [4.8956, -0.9680, 1.9158], [3.6111, -2.1203, 2.4702], [2.3501, -1.7910, 0.3658], [3.7578, -1.0224, -0.3901], [-0.9895, -0.2313, 0.8231], [-1.0777, 0.9176, 2.1922], [-1.4394, 2.6421, -0.0793], [-2.7475, 1.9657, 0.8953], [-5.9139, -2.5886, -0.9985], [2.5958, 1.0316, -2.5389], [3.8903, 2.1316, -2.0871], [9.9683, -2.4798, 1.0137], [8.5909, -2.9932, 0.7790], [8.1491, -2.9186, -0.3492], [8.0072, -3.4527, 1.7401], [10.3628, -2.1039, 0.0758], [9.9001, -1.6857, 1.7521], [10.5671, -3.3078, 1.3825], [2.6178, -0.9368, -5.1205], [2.3147, -1.8168, -3.9598], [1.9374, -2.9464, -4.1922], [2.4664, -1.3352, -2.8564], [2.4384, -1.4898, -6.0360], [1.9581, -0.0740, -5.0540], [3.6614, -0.6423, -5.0458], [-6.7429, 0.8449, 0.2727], [-6.9591, 2.3158, 0.2849], [-6.5574, 2.9558, -0.6620], [-7.5321, 2.7781, 1.2564], [-6.2285, 0.5773, -0.6431], [-6.1406, 0.5953, 1.1415], [-7.7174, 0.3692, 0.3198], [-2.9759, -4.5348, -0.7150], [-1.7266, -4.9523, -0.0226], [-1.6010, -6.1297, 0.2474], [-0.9207, -4.0799, 0.2225], [-3.5980, -5.4103, -0.8688], [-3.4770, -3.8118, -0.0770], [-2.6912, -4.0910, -1.6658], [-10.5383, -1.2174, 1.2388], [-9.3122, -1.9699, 0.8553], [-8.4942, -1.3979, 0.1528], [-9.2110, -3.1007, 1.2687], [-10.4906, -0.2268, 0.7995], [-11.3925, -1.7699, 0.8577], [-10.5601, -1.1598, 2.3236], [-8.6249, 4.0218, 3.8585], [-9.7996, 4.5646, 4.5936], [-9.8252, 5.7578, 4.8128], [-10.6555, 3.7673, 4.9235], [-7.9492, 4.8382, 3.6297], [-8.1448, 3.2911, 4.5035], [-8.9922, 3.5599, 2.9485], [4.7256, -5.5366, -2.6967], [4.5015, -4.0713, -2.5911], [4.9311, -3.3673, -3.4889], [3.9052, -3.6798, -1.6132], [5.2673, -5.7396, -3.6141], [5.3040, -5.8415, -1.8284], [3.7504, -6.0156, -2.7073], [6.9867, 2.3283, 2.6795], [5.6203, 1.7704, 2.4782], [5.1392, 1.8277, 1.3627], [5.0762, 1.2914, 3.4538], [7.3448, 2.7175, 1.7325], [6.9124, 3.1195, 3.4208], [7.6214, 1.5196, 3.0320], [1.5328, 6.4696, -1.2308], [1.2255, 7.9254, -1.1807], [1.5888, 8.6086, -2.1156], [0.6298, 8.3268, -0.2014], [2.0615, 6.2554, -2.1516], [2.1499, 6.2365, -0.3669], [0.5875, 5.9342, -1.1943]],
  "atomic_forces_ev_per_a": [[0.5, 0.6, 0.0], [-0.5, -0.1, -0.9], [-0.3, 0.3, 0.0], [1.2, 0.1, 1.1], [-0.2, -0.1, -1.8], [-0.5, -0.1, 1.1], [0.1, 1.0, -0.4], [-0.9, -0.6, 0.6], [-0.1, 0.0, -0.1], [0.3, 0.2, 0.7], [0.5, 0.6, -1.4], [-1.7, -2.0, 1.9], [1.9, 2.0, 0.4], [-0.4, -0.5, -1.5], [0.1, -1.0, -0.5], [0.7, 0.5, 0.7], [-0.8, -0.1, -0.8], [1.8, 0.3, 0.5], [-0.9, -0.5, -0.1], [0.2, 0.0, 0.2], [-3.4, -1.2, -2.3], [0.2, 0.0, 1.1], [-0.9, -0.1, 0.1], [0.1, 0.4, -0.2], [-0.1, -0.5, 0.1], [0.4, 0.3, -0.1], [0.5, 0.1, 0.2], [-0.2, -0.1, 0.4], [0.2, 0.3, 0.4], [-0.1, -0.2, -0.4], [0.0, -0.5, -0.1], [0.4, -0.1, -0.2], [0.2, 0.4, -0.1], [-0.1, 0.2, 0.6], [-0.5, 0.4, 0.0], [0.2, 0.1, -0.1], [0.1, 0.0, 0.0], [0.0, -0.1, 0.1], [0.3, 0.0, -0.1], [-0.1, 0.0, 0.0], [0.0, -0.1, 0.1], [-0.1, 0.0, 0.1], [0.0, 0.0, -0.2], [0.0, 0.0, -0.1], [0.0, 0.1, 0.1], [-0.1, 0.0, -0.1], [0.0, -0.1, 0.1], [0.1, 0.0, 0.1], [0.0, 0.0, 0.1], [0.0, 0.2, 0.0], [0.2, -0.1, -0.1], [-0.1, 0.1, 0.1], [0.0, 0.0, -0.1], [0.0, 0.2, 0.0], [-0.1, 0.0, 0.1], [0.2, 0.2, 0.1], [-0.2, -0.1, -0.1], [0.0, -0.1, 0.0], [0.1, 0.1, 0.0], [0.0, -0.1, 0.0], [0.1, 0.0, 0.1], [0.1, 0.0, 0.0], [0.0, 0.1, 0.1], [-0.1, 0.3, 0.0], [-0.1, 0.0, 0.0], [-0.3, -0.5, 0.0], [0.1, 0.1, -0.1], [0.1, -0.1, 0.0], [0.0, -0.1, 0.1], [0.0, -0.1, 0.0], [0.1, 0.1, -0.1], [0.1, 0.0, 0.0], [-0.1, -0.1, 0.0], [0.0, 0.1, 0.0], [-0.1, 0.0, 0.0], [-0.1, -0.1, -0.1], [0.0, -0.1, 0.1], [0.1, -0.2, -0.2], [-0.1, 0.0, -0.1], [0.0, 0.0, 0.1], [-0.2, -0.3, -0.7], [0.0, 0.1, 0.0], [-0.1, 0.0, 0.1], [0.0, 0.0, 0.1], [0.1, 0.1, -0.1], [0.2, 0.2, -0.2], [2.0, 0.2, 1.6], [0.0, 0.0, -0.1], [-0.1, 0.0, 0.0], [0.0, -0.1, 0.1], [-0.1, 0.0, 0.1], [0.1, -0.1, -0.2], [0.0, 0.0, 0.0], [-0.1, 0.0, 0.1], [0.0, 0.0, -0.1], [0.0, 0.1, 0.0], [-0.1, 0.0, 0.1], [0.0, 0.0, 0.1]]
}

No. 2
{
  "formula": "C39H88Cl2N3O19P4",
  "method": "wB97M-V/def2-TZVPD",
  "total_charge": 1,
  "largest_force_ha_per_bohr": 0.1914,
  "lumo_ev": -4.008,
  "homo_lumo_gap_ev": 6.543,
  "homo_energy_ev": -10.6,
  "elements": ["C", "O", "C", "C", "C", "C", "C", "C", "C", "C", "C", "C", "C", "C", "O", "C", "N", "C", "N", "C", "C", "C", "C", "C", "C", "N", "C", "C", "O", "C", "C", "Cl", "C", "C", "Cl", "H", "H", "H", "H", "H", "H", "H", "H", "H", "H", "H", "H", "H", "H", "H", "H", "H", "H", "H", "H", "H", "H", "H", "H", "H", "H", "H", "H", "H", "H", "H", "H", "H", "H", "H", "H", "H", "H", "H", "H", "H", "H", "H", "H", "H", "H", "H", "H", "H", "H", "H", "H", "C", "O", "P", "O", "O", "C", "O", "C", "H", "H", "H", "H", "H", "H", "H", "H", "H", "C", "O", "P", "O", "O", "C", "O", "C", "H", "H", "H", "H", "H", "H", "H", "H", "H", "C", "O", "P", "O", "O", "C", "O", "C", "H", "H", "H", "H", "H", "H", "H", "H", "H", "C", "O", "P", "O", "O", "C", "O", "C", "H", "H", "H", "H", "H", "H", "H", "H", "H"],
  "positions_angstrom": [[3.3185, -2.3002, 1.9424], [4.1527, -2.0205, 0.7925], [4.5976, -3.2211, 0.1150], [4.3245, -3.0525, -1.4790], [5.5706, -2.4223, -2.2657], [5.9705, -0.9412, -1.7356], [4.9212, 0.1104, -2.3562], [3.9759, 0.6998, -1.1856], [2.4991, 0.1112, -1.4086], [1.3257, 1.1908, -1.1889], [1.3760, 2.4372, -2.2014], [0.6483, 2.1803, -3.6133], [1.8154, 1.6481, -4.5772], [2.4342, 2.7501, -5.5590], [3.8000, 2.2940, -5.8719], [1.6790, 2.8658, -6.9813], [1.5435, 4.3113, -7.3436], [-0.1541, 3.5175, -4.0127], [-1.2349, 3.4441, -2.9484], [-1.7927, 4.6701, -2.3102], [-1.5560, 2.1781, -2.6513], [-2.5823, 1.5993, -1.5876], [-3.9846, 2.3684, -1.4975], [-4.9300, 1.4717, -0.5169], [-6.1882, 0.8465, -1.2983], [-5.6834, -0.2729, -2.1865], [-6.4288, -1.5076, -1.8988], [-7.4831, -2.0951, -2.9758], [-6.3270, -2.1443, -0.8148], [-0.6617, 1.2160, -3.6185], [-1.4668, 1.0860, -5.0093], [-3.2055, 1.7495, -4.8868], [-1.6005, -0.4243, -5.5376], [-2.9192, -0.6207, -6.4670], [-0.1785, -0.9320, -6.6237], [3.7394, -1.6637, 2.8092], [2.2478, -1.8993, 1.7787], [3.3391, -3.3816, 2.2971], [5.7423, -3.2652, 0.2556], [4.0720, -4.1767, 0.4364], [4.1877, -4.1218, -1.8946], [3.3416, -2.5136, -1.6965], [5.3716, -2.3197, -3.3814], [6.4667, -3.1170, -2.0679], [6.9916, -0.6963, -2.1962], [6.0351, -0.8881, -0.5938], [4.3414, -0.4288, -3.1843], [5.4494, 0.9950, -2.8599], [4.0058, 1.8497, -1.1188], [4.3198, 0.3273, -0.1528], [2.3218, -0.3711, -2.4252], [2.3239, -0.7118, -0.6253], [0.3072, 0.6687, -1.1370], [1.4947, 1.6315, -0.1349], [0.9745, 3.3434, -1.6257], [2.4881, 2.6589, -2.3980], [2.6984, 1.2181, -3.9746], [1.4183, 0.7883, -5.2122], [2.5710, 3.7857, -5.0803], [4.4341, 2.9959, -5.6246], [2.3343, 2.3299, -7.7576], [0.6577, 2.3609, -7.0106], [1.2658, 4.8141, -6.4870], [2.5011, 4.6300, -7.5897], [0.3643, 4.5299, -3.8165], [-0.5225, 3.6377, -5.0876], [-2.9251, 4.7397, -2.3481], [-1.3031, 5.5810, -2.8112], [-1.4472, 4.6563, -1.2146], [-2.0906, 1.6999, -0.5479], [-2.7181, 0.4662, -1.7391], [-4.4901, 2.5450, -2.5055], [-3.8164, 3.3528, -0.9236], [-5.2536, 2.0461, 0.4193], [-4.3147, 0.5701, -0.1424], [-6.6756, 1.6943, -1.8891], [-6.8692, 0.3631, -0.5265], [-5.9132, -0.0077, -3.1537], [-8.4040, -1.4051, -3.0550], [-6.9525, -2.1960, -3.9949], [-7.8641, -3.1274, -2.6840], [-0.5857, 0.2129, -3.0892], [-0.9891, 1.6921, -5.8591], [-1.6888, -1.1713, -4.6786], [-2.7216, -1.5916, -7.0572], [-3.8622, -0.8126, -5.8586], [-3.0118, 0.2103, -7.2369], [-0.8747, -2.1049, 7.8726], [0.4032, -1.4937, 7.7999], [1.0522, -1.0127, 6.2871], [-0.2605, -1.2159, 5.5301], [1.9479, -2.3835, 6.1603], [2.3161, -3.1662, 7.2907], [1.8252, -0.4404, 4.8618], [1.4279, 0.8651, 4.4609], [-1.0483, -2.3921, 8.9122], [-1.6568, -1.4002, 7.5845], [-0.9108, -3.0030, 7.2530], [1.5072, -3.8546, 7.5335], [2.5607, -2.5500, 8.1541], [3.1971, -3.7561, 7.0268], [1.6000, 1.5758, 5.2721], [0.3743, 0.8777, 4.1742], [2.0279, 1.1597, 3.5982], [7.1561, -7.3742, 9.7391], [6.2552, -8.4119, 9.3920], [4.8216, -8.0573, 8.5204], [5.2595, -6.6271, 8.2028], [3.9247, -8.0342, 9.8967], [4.3219, -8.7130, 11.0812], [3.3719, -7.8240, 7.6268], [3.5443, -7.7938, 6.2145], [7.9496, -7.8116, 10.3493], [7.6160, -6.9473, 8.8463], [6.6523, -6.6029, 10.3246], [5.0021, -8.0809, 11.6513], [4.7884, -9.6731, 10.8675], [3.4308, -8.8890, 11.6885], [4.0285, -8.7120, 5.8755], [4.1394, -6.9285, 5.9159], [2.5611, -7.7185, 5.7477], [-2.8950, 3.6384, 7.5696], [-1.6829, 3.8436, 8.2740], [-1.2119, 2.7595, 9.5178], [-2.2771, 1.7195, 9.1698], [-1.7937, 3.7504, 10.6922], [-1.9804, 5.1454, 10.4945], [-0.5792, 1.7516, 10.7566], [0.1464, 0.6207, 10.2861], [-3.0302, 4.4797, 6.8856], [-2.8454, 2.7254, 6.9733], [-3.7428, 3.6093, 8.2566], [-2.9499, 5.3198, 10.0285], [-1.1872, 5.5846, 9.8917], [-1.9806, 5.6315, 11.4731], [0.9612, 0.9445, 9.6349], [-0.5099, -0.0628, 9.7465], [0.5658, 0.0953, 11.1452], [-7.1689, 3.5064, -10.8094], [-6.1759, 2.5034, -10.6748], [-4.5437, 2.9365, -10.3745], [-4.8682, 4.3992, -10.0712], [-4.1444, 2.7934, -11.9609], [-4.8984, 2.0048, -12.8733], [-2.8782, 3.1991, -10.0361], [-2.5744, 3.3691, -8.6583], [-8.1082, 3.0133, -11.0697], [-7.3168, 4.0327, -9.8648], [-6.9096, 4.2042, -11.6077], [-5.7335, 2.5908, -13.2557], [-5.2600, 1.0840, -12.4187], [-4.2515, 1.7445, -13.7143], [-2.9246, 2.5047, -8.0880], [-3.0341, 4.2805, -8.2705], [-1.4910, 3.4518, -8.5496]],
  "atomic_forces_ev_per_a": [[0.0, 1.4, 1.4], [-0.7, -1.8, 0.6], [0.5, 0.7, -2.0], [0.4, -1.0, -0.3], [0.3, 0.5, 1.3], [0.1, -0.3, -1.5], [0.5, 0.5, 1.0], [-0.6, -0.7, -0.4], [-1.2, 0.2, 0.8], [0.8, 0.3, 0.9], [-0.1, -0.4, 0.8], [0.6, 0.0, -1.0], [0.0, 0.0, -0.6], [0.6, -0.9, -0.4], [-0.5, 0.9, 0.5], [0.4, 0.2, 0.5], [0.7, -0.7, 0.2], [1.1, 1.3, 0.7], [-1.3, -2.2, 0.0], [0.6, 0.8, 0.7], [0.4, 0.2, -1.0], [0.5, 0.8, -0.1], [-0.2, -0.4, 1.6], [0.1, -0.6, -0.2], [1.3, 0.5, 1.4], [-2.3, -0.6, -0.3], [-0.8, -2.7, 2.1], [0.6, 0.4, -0.4], [0.1, 3.0, -3.5], [-1.2, 1.5, 2.0], [0.9, -0.8, -1.0], [1.2, -0.1, 0.2], [-1.8, -0.2, -0.4], [1.0, -1.3, -0.4], [-0.8, 0.7, 1.2], [-0.7, -1.0, -1.2], [1.5, -1.0, 0.1], [-0.1, 1.3, -0.7], [-1.7, -0.4, -0.1], [0.7, 1.4, 0.0], [0.2, 1.6, 0.6], [1.4, -0.6, 0.5], [0.3, -0.4, 1.4], [-1.3, 0.9, -0.5], [-1.3, -0.4, 0.9], [-0.1, -0.1, -1.7], [0.6, 0.9, 1.3], [-0.5, -1.3, 0.7], [-0.2, -1.7, -0.4], [-0.4, 0.5, -1.7], [0.6, 0.6, 1.2], [0.3, 1.1, -1.2], [1.3, 0.8, -0.2], [-0.3, -0.6, -1.5], [0.3, -1.2, -1.0], [-1.8, -0.2, 0.1], [-1.6, 0.8, -0.8], [0.6, 1.1, 0.7], [-0.7, -1.4, -0.5], [-0.5, -0.6, -0.2], [-1.0, 0.8, 1.2], [1.2, 0.6, 0.3], [0.3, -0.1, -0.7], [-1.0, 0.0, 0.2], [-0.3, -1.8, -0.1], [0.0, -0.6, 1.5], [1.6, -0.2, -0.2], [-0.9, -1.5, 0.7], [-0.6, 0.1, -1.5], [-0.5, -0.1, -1.5], [0.2, 1.8, -0.2], [0.9, -0.2, 1.4], [-0.3, -1.4, -1.3], [0.4, -0.6, -1.5], [-1.0, 1.4, -0.5], [0.3, -1.4, 0.7], [0.6, 1.0, -1.0], [0.2, -0.3, 0.5], [1.6, -0.9, 0.0], [-1.0, 0.3, 1.4], [0.8, 1.5, -0.1], [0.2, 1.2, -0.9], [-0.7, -0.9, 1.4], [0.5, 1.1, -1.1], [-0.4, 1.5, 0.9], [1.3, 0.7, -0.8], [0.0, -1.0, 1.2], [-0.8, 0.4, -0.1], [2.8, 2.0, 0.6], [-5.1, -7.0, -4.6], [0.5, 1.5, 1.0], [0.8, 1.7, 0.5], [0.3, -0.5, 0.2], [1.5, 1.5, 2.8], [-0.2, 0.3, -0.2], [0.3, 0.2, 0.1], [0.0, -0.2, -0.1], [0.0, 0.2, -0.2], [0.0, 0.1, 0.2], [-0.1, -0.1, 0.0], [-0.1, 0.2, -0.1], [0.0, 0.2, -0.2], [0.0, -0.1, 0.1], [0.1, -0.1, 0.1], [0.5, 0.4, -0.5], [-1.2, -3.0, -1.0], [-0.2, 9.1, 3.7], [0.5, -1.3, -0.9], [-0.1, -1.5, -1.1], [-0.1, -0.1, 0.5], [0.9, -3.5, 0.0], [0.0, 0.1, -0.4], [-0.2, -0.4, -0.1], [-0.2, 0.2, 0.2], [-0.1, 0.0, -0.3], [0.1, -0.1, 0.0], [0.0, 0.1, 0.1], [0.0, 0.1, -0.2], [-0.1, 0.1, -0.2], [0.1, -0.1, 0.1], [0.0, -0.1, 0.2], [-0.1, -0.6, -0.5], [3.2, 0.7, 0.7], [-9.2, -2.4, 2.2], [1.6, 0.3, -0.9], [1.8, 0.0, -0.5], [-0.1, 0.4, 0.2], [2.5, 2.2, -1.4], [0.0, -0.5, -0.1], [0.3, 0.1, 0.1], [-0.2, 0.0, 0.2], [0.1, -0.2, 0.0], [0.1, 0.1, -0.1], [-0.1, 0.0, 0.0], [0.0, -0.2, 0.0], [0.1, -0.3, 0.1], [0.0, 0.2, 0.0], [0.0, 0.2, 0.0], [-0.4, 0.5, 0.6], [1.7, -2.9, 0.9], [-1.2, 8.5, -4.6], [-0.2, -1.4, 1.2], [0.4, -1.4, 1.3], [-0.1, -0.2, -0.5], [-0.9, -3.3, 0.8], [0.1, 0.2, 0.3], [0.2, -0.3, 0.0], [0.1, 0.2, -0.3], [0.2, 0.1, 0.2], [-0.1, -0.1, 0.1], [-0.1, 0.1, -0.1], [0.1, 0.1, 0.2], [0.1, 0.1, 0.2], [-0.1, -0.1, -0.1], [0.0, -0.1, -0.2]]
}